1.
{"formula": "C26H44BF5GaN2P2", "method": "wB97M-V/def2-TZVPD", "homo_ha": -0.40067, "molar_mass_g_mol": 622.1, "total_charge": 1, "orbital_gap_ev": 6.955, "relative_energy_kcal_mol": 0.0, "e_tot_ha": -4258.183427, "elements": ["Ga", "C", "C", "C", "C", "P", "C", "N", "B", "N", "C", "P", "C", "C", "C", "C", "C", "C", "C", "C", "C", "C", "C", "C", "C", "C", "C", "C", "C", "C", "H", "H", "H", "H", "H", "H", "H", "H", "H", "H", "H", "H", "H", "H", "H", "H", "H", "H", "H", "H", "H", "H", "H", "H", "H", "H", "H", "H", "H", "H", "H", "H", "H", "H", "H", "H", "H", "H", "H", "H", "H", "H", "H", "H", "F", "C", "F", "C", "F", "F", "F"], "xyz": [[-0.02116, 0.89139, -0.75059], [4.76715, 0.48834, -2.04192], [4.35532, 0.73341, -0.58954], [4.18348, 2.24459, -0.38183], [5.45787, 0.25226, 0.36153], [2.68483, -0.04101, -0.28115], [2.53381, 0.07203, 1.56776], [1.14186, 0.08410, 1.96363], [0.00691, 0.25421, 1.13866], [-1.15329, 0.05699, 1.91686], [-2.52910, 0.06541, 1.47328], [-2.66198, 0.40465, -0.35599], [-4.14468, 1.53777, -0.44291], [-5.35963, 1.03934, 0.35196], [-3.68604, 2.89086, 0.12203], [-4.56001, 1.73838, -1.90138], [-3.05916, -1.23368, -1.14499], [-4.41901, -1.82074, -0.75465], [-1.94623, -2.19936, -0.73642], [-2.98059, -1.07260, -2.66729], [-0.73397, -0.18627, 3.22544], [-1.46829, -0.43055, 4.37438], [-0.76961, -0.64841, 5.55304], [0.62266, -0.62913, 5.58166], [1.36357, -0.39137, 4.43298], [0.67199, -0.16621, 3.25425], [2.75266, -1.88824, -0.60905], [2.40384, -2.10528, -2.08583], [4.09780, -2.54885, -0.29529], [1.69640, -2.59924, 0.25133], [5.66663, 1.07005, -2.25140], [3.99406, 0.81634, -2.73988], [4.99900, -0.55635, -2.24532], [5.15211, 2.72428, -0.52559], [3.84418, 2.49645, 0.62466], [3.49234, 2.67116, -1.10041], [6.34872, 0.85578, 0.17736], [5.73577, -0.78974, 0.21233], [5.19293, 0.39260, 1.40912], [3.05920, 0.95998, 1.92887], [3.04086, -0.79776, 2.00301], [-3.07289, 0.85012, 2.00295], [-3.02658, -0.88340, 1.70807], [-5.12130, 0.74522, 1.37256], [-5.86209, 0.20370, -0.13546], [-6.07935, 1.85685, 0.41997], [-3.32600, 2.82592, 1.15078], [-4.54215, 3.56682, 0.12234], [-2.90308, 3.34049, -0.48801], [-5.03230, 0.84658, -2.31443], [-3.71970, 2.02213, -2.53437], [-5.29668, 2.54184, -1.94579], [-4.58874, -1.81416, 0.32288], [-4.47268, -2.85881, -1.08825], [-5.23666, -1.28225, -1.23379], [-1.85436, -2.33313, 0.34257], [-0.97623, -1.86547, -1.12626], [-2.14080, -3.17651, -1.18219], [-3.75942, -0.42594, -3.06571], [-3.09520, -2.05429, -3.13089], [-2.01542, -0.66648, -2.98368], [-2.54962, -0.45036, 4.35556], [-1.31694, -0.83736, 6.46557], [1.13692, -0.80100, 6.51619], [2.44430, -0.37492, 4.46106], [3.11105, -1.62501, -2.76145], [1.40465, -1.72490, -2.32354], [2.40702, -3.17478, -2.30284], [4.89647, -2.22006, -0.95889], [3.98813, -3.62694, -0.42799], [4.41019, -2.38159, 0.73645], [0.69687, -2.18909, 0.12836], [1.93665, -2.57194, 1.31454], [1.66148, -3.64763, -0.05042], [-1.29353, 1.98414, -2.99305], [-0.29462, 2.33186, -2.13311], [-0.73648, 3.39151, -1.39669], [0.84828, 2.84686, -3.01843], [1.77920, 3.44725, -2.27127], [1.41450, 1.82220, -3.66587], [0.40396, 3.72696, -3.91025]]}


2.
{"formula": "C26H44BrCdNOP2", "method": "wB97M-V/def2-TZVPD", "homo_ha": [-0.47523, -0.47523], "molar_mass_g_mol": 640.9, "total_charge": 2, "orbital_gap_ev": [4.439, 4.436], "relative_energy_kcal_mol": 110.3, "e_tot_ha": -4570.843429, "elements": ["N", "C", "C", "C", "C", "C", "C", "Cd", "P", "C", "C", "C", "C", "C", "C", "C", "Br", "H", "H", "H", "H", "H", "H", "H", "H", "H", "H", "P", "C", "C", "H", "H", "H", "H", "H", "C", "C", "H", "H", "H", "H", "H", "C", "C", "H", "H", "H", "H", "H", "C", "C", "H", "H", "H", "H", "H", "C", "C", "H", "H", "H", "H", "H", "C", "C", "H", "H", "H", "H", "H", "C", "O", "H", "H", "H", "H"], "xyz": [[5.89960, 2.96901, -0.40319], [5.32378, 3.66072, 0.58992], [4.96947, 3.07183, 1.81299], [5.16229, 1.67332, 1.97003], [5.88488, 0.98553, 0.96088], [6.20888, 1.67971, -0.20868], [4.44914, 0.93821, 2.97765], [-0.23261, -0.82980, 0.40954], [-3.54603, -0.75810, -0.14350], [4.30827, -0.43229, 2.94331], [3.01630, -1.05759, 2.98571], [2.78108, -2.29437, 2.32732], [1.48709, -2.54992, 1.86155], [0.55146, -1.60017, 2.20518], [0.64674, -0.58203, 3.11783], [1.94699, -0.29978, 3.51727], [-1.79523, -2.52318, 1.49950], [3.96398, 1.54825, 3.74140], [5.17678, -1.09296, 2.87718], [4.48379, 3.66141, 2.59197], [6.10333, -0.08141, 1.04739], [5.17970, 4.73018, 0.41625], [6.75863, 1.17834, -1.01224], [3.60463, -2.99481, 2.15760], [2.17439, 0.52659, 4.19066], [1.22006, -3.39592, 1.22180], [-0.21601, -0.02317, 3.49027], [0.65555, -0.19600, -1.79382], [-4.09960, -0.14176, 1.53057], [-5.29520, -0.76782, 2.19492], [-4.24706, 0.93809, 1.39673], [-3.22561, -0.25497, 2.18615], [-5.46632, -0.23800, 3.13652], [-6.20841, -0.68777, 1.60235], [-5.13202, -1.81037, 2.47369], [-4.19026, -2.37908, -0.83001], [-5.52175, -2.83732, -0.28738], [-3.40515, -3.13584, -0.67348], [-4.25251, -2.22266, -1.92224], [-5.55234, -3.93240, -0.30012], [-5.69803, -2.49760, 0.73489], [-6.33322, -2.48945, -0.93479], [-4.42022, 0.44472, -1.21008], [-5.90458, 0.56327, -0.92848], [-4.21622, 0.18725, -2.26131], [-3.92534, 1.40668, -1.00673], [-6.39341, 0.99447, -1.80727], [-6.38978, -0.39517, -0.71345], [-6.08623, 1.23848, -0.08612], [-0.03260, 1.08457, -2.92329], [-1.53716, 0.99217, -3.16870], [0.52031, 0.94771, -3.86935], [0.23631, 2.07998, -2.53630], [-1.81562, 1.73618, -3.92589], [-1.82954, 0.00034, -3.53799], [-2.12463, 1.21027, -2.26656], [0.56342, -1.66283, -2.87431], [1.14451, -2.95377, -2.31693], [1.07945, -1.36419, -3.79566], [-0.50133, -1.78468, -3.11515], [0.97180, -3.75242, -3.04394], [2.22427, -2.87765, -2.15941], [0.67899, -3.25832, -1.37464], [2.46415, 0.15037, -1.57495], [2.89762, 1.54434, -2.01172], [2.99906, -0.63489, -2.13655], [2.69825, -0.01875, -0.50650], [3.96631, 1.67933, -1.80767], [2.73035, 1.69209, -3.08870], [2.36396, 2.33197, -1.45660], [0.33773, 2.66595, 0.52408], [-0.52876, 1.59172, 0.93690], [1.34611, 2.45359, 0.91456], [-0.05395, 3.63924, 0.85924], [0.39824, 2.67650, -0.57303], [-1.40092, 1.93686, 1.18289]]}


3.
{"formula": "C26H44Cl2IrO2P2", "method": "wB97M-V/def2-TZVPD", "homo_ha": [-0.44294, -0.49983], "s_squared": 8.81, "spin_multiplicity": 6, "molar_mass_g_mol": 713.7, "total_charge": 2, "orbital_gap_ev": [6.377, 5.186], "e_tot_ha": -2874.165337, "elements": ["Ir", "C", "C", "C", "C", "C", "C", "H", "H", "H", "C", "H", "H", "H", "C", "H", "H", "H", "C", "H", "H", "H", "C", "H", "H", "H", "C", "C", "C", "C", "C", "C", "C", "C", "H", "H", "H", "H", "H", "H", "H", "H", "H", "H", "H", "H", "P", "P", "C", "C", "H", "H", "H", "H", "C", "H", "H", "H", "C", "H", "H", "H", "C", "H", "H", "H", "C", "H", "H", "H", "Cl", "C", "Cl", "C", "O", "O", "H"], "xyz": [[0.46007, 1.00703, 0.88524], [0.85079, 0.31277, 4.19985], [1.90689, 0.66102, 3.36729], [-0.02593, 1.87868, 2.69632], [-0.29867, 1.05047, 3.87044], [1.47826, 1.71634, 2.41889], [0.91209, -0.68693, 5.30958], [1.86374, -1.23951, 5.29114], [0.08226, -1.40970, 5.23616], [0.83450, -0.19861, 6.29323], [-1.54753, 1.10330, 4.63752], [-1.50298, 0.38775, 5.46738], [-2.41399, 0.82799, 4.01925], [-1.73886, 2.10139, 5.05881], [-0.75673, 3.14796, 2.45796], [-0.32982, 3.96061, 3.06805], [-1.81143, 3.02045, 2.72323], [-0.68570, 3.40609, 1.39451], [2.37862, 2.86251, 2.13021], [2.45803, 3.52877, 2.99385], [2.01130, 3.42008, 1.27337], [3.37070, 2.47618, 1.89065], [3.28552, 0.16937, 3.44424], [3.82541, 0.65361, 4.27063], [3.84115, 0.37741, 2.52257], [3.32129, -0.91187, 3.62509], [-0.69650, -0.88350, 0.84925], [0.31189, -1.65089, 1.46613], [1.54989, -2.13927, 0.86395], [1.95831, -1.41511, -0.46106], [1.79918, 0.07068, -0.51510], [0.67594, 0.77879, -1.10030], [-0.49332, -0.00258, -1.59940], [-1.12146, -1.01259, -0.61493], [1.43866, -3.22114, 0.66902], [1.43780, -1.89734, -1.30714], [2.36355, -2.06202, 1.61324], [-0.96051, -2.05596, -0.93612], [-1.56974, -0.81975, 1.51961], [0.13755, -1.92103, 2.50706], [-2.20889, -0.84982, -0.64356], [-1.25647, 0.69411, -1.98977], [0.96749, 1.65485, -1.68481], [-0.07140, -0.57587, -2.48840], [3.03735, -1.60785, -0.60038], [2.74065, 0.63207, -0.62241], [-0.54277, -1.21141, -4.14977], [-0.39559, 1.82055, -4.41815], [-0.64766, -0.58293, -5.87299], [-1.13485, 0.86239, -5.86616], [-1.33700, -1.24091, -6.42646], [0.34468, -0.67508, -6.33856], [-0.87668, 1.36158, -6.81476], [-2.23025, 0.89777, -5.75788], [-1.15964, 3.37888, -5.04886], [-0.73489, 4.23326, -4.50781], [-2.23716, 3.34224, -4.85398], [-0.99234, 3.50147, -6.12758], [1.26143, 2.05959, -5.22029], [1.17438, 2.15904, -6.31260], [1.92313, 1.21692, -4.98517], [1.70993, 2.97046, -4.80540], [-2.22683, -1.82111, -3.86823], [-2.34240, -2.19476, -2.84443], [-2.39735, -2.63449, -4.58313], [-2.96133, -1.02087, -4.03176], [0.51344, -2.66694, -4.25532], [1.44878, -2.39970, -4.76402], [-0.01325, -3.44328, -4.82396], [0.74936, -3.03938, -3.24985], [-1.14902, -4.19918, 5.10206], [-2.61540, -3.26971, 5.41618], [-2.43311, -2.12427, 6.76585], [-2.93205, -2.38599, 4.09488], [-4.11389, -2.59839, 3.81220], [-2.00694, -1.69238, 3.64991], [-3.45373, -3.94232, 5.61569]]}